Molecular formula: C18H18ClIrN3O9P2S2
Method: DFT, ωB97M-V/def2-TZVPD

HOMO (alpha / beta) (eV): -8.219 / -8.184
Total charge: 0
Multiplicity: 2
Kohn-Sham gap (alpha / beta) (eV): 7.6 / 5.5
<S²>: 0.759

Element x y z (Å)
Ir: -0.46 -0.17 -0.41
O: -3.04 1.82 -2.86
P: -2.17 0.70 -2.18
O: -0.65 0.90 -2.30
O: -2.49 0.58 -0.70
O: -2.59 -0.62 -2.95
P: -1.57 -1.93 -2.84
O: -0.39 -1.47 -3.80
O: -2.21 -3.15 -3.31
O: -1.12 -1.88 -1.36
H: -3.31 1.61 -3.76
H: -0.14 -0.54 -3.62
O: 0.75 3.44 4.09
C: -0.14 3.88 3.19
C: -0.78 5.09 3.46
C: -1.72 5.60 2.59
C: -2.05 4.91 1.42
C: -1.40 3.73 1.13
C: -0.44 3.19 1.99
C: 0.24 1.93 1.61
O: 0.04 1.57 0.36
N: 0.97 1.34 2.49
N: 1.53 0.14 2.11
C: 2.57 -0.18 2.78
S: 3.36 0.85 3.97
C: 4.44 -0.46 4.60
C: 4.84 -1.33 3.42
S: 3.33 -1.75 2.52
H: 1.05 2.55 3.79
H: -0.52 5.60 4.38
H: -2.20 6.54 2.82
H: -2.79 5.31 0.75
H: -1.64 3.18 0.23
H: 3.89 -1.04 5.34
H: 5.30 0.01 5.07
H: 5.30 -2.26 3.74
H: 5.52 -0.80 2.75
N: -1.35 -1.80 1.99
C: -0.82 -1.10 1.25
H: -1.98 -2.45 2.41
Cl: 3.04 -3.53 -5.81
C: 2.57 -2.87 -4.28
C: 2.86 -1.54 -4.00
C: 2.48 -1.02 -2.78
C: 1.84 -1.81 -1.83
C: 1.50 -1.27 -0.54
C: 1.56 -3.15 -2.14
C: 1.92 -3.68 -3.36
H: 3.37 -0.94 -4.74
H: 2.69 0.02 -2.55
H: 1.95 -0.31 -0.28
H: 1.31 -1.96 0.27
H: 1.03 -3.76 -1.42
H: 1.69 -4.70 -3.62

Atom charges from the natural (NBO) analysis, given in e for atoms 1 to 4: Ir 1.249; O -0.965; P 2.535; O -1.097



Molecular formula: C44H76FNO29P2
Method: DFT, ωB97M-V/def2-TZVPD

HOMO (eV): -7.303
Total charge: 0
SMILES string: CCP(CC)[C@@H](CN)O[C@](F)(COC[PH2]=O)OC[C@@H](C)O.C[C@@H]1COC(=O)O1.C[C@@H]1COC(=O)O1.C[C@@H]1COC(=O)O1.C[C@@H]1COC(=O)O1.C[C@@H]1COC(=O)O1.C[C@@H]1COC(=O)O1.C[C@@H]1COC(=O)O1.C[C@@H]1COC(=O)O1
Kohn-Sham gap (eV): 7.2

Element x y z (Å)
C: 0.91 2.71 0.67
C: -0.40 1.93 0.21
P: -0.53 2.16 -1.65
C: -2.23 2.80 -2.15
C: -2.18 3.58 -3.53
C: -0.21 0.52 -2.56
C: 0.05 0.92 -4.07
N: -1.16 0.45 -4.82
O: 0.93 -0.08 -1.92
C: 1.00 -1.46 -2.14
F: 0.21 -1.91 -3.18
C: 0.46 -2.18 -0.85
O: -0.94 -1.98 -0.71
C: -1.72 -3.07 -1.15
P: -3.26 -2.27 -1.91
O: -3.85 -1.24 -0.93
O: 2.34 -1.81 -2.25
C: 2.93 -1.30 -3.45
C: 3.70 0.07 -3.24
C: 5.20 -0.23 -2.95
O: 3.63 0.76 -4.52
H: 0.89 3.67 0.09
H: 1.83 2.18 0.32
H: 0.92 2.92 1.76
H: -1.25 2.50 0.68
H: -0.41 0.87 0.56
H: -3.02 2.02 -2.15
H: -2.55 3.56 -1.39
H: -2.84 4.48 -3.53
H: -2.46 2.89 -4.36
H: -1.14 3.98 -3.61
H: -1.15 -0.07 -2.45
H: 0.17 2.04 -4.17
H: 0.99 0.46 -4.45
H: -1.18 0.86 -5.75
H: -1.94 0.78 -4.26
H: 1.06 -1.92 0.05
H: 0.65 -3.28 -1.03
H: -2.01 -3.78 -0.33
H: -1.26 -3.69 -1.97
H: -4.22 -3.26 -2.30
H: -2.81 -1.64 -3.12
H: 3.72 -2.04 -3.75
H: 2.24 -1.21 -4.32
H: 3.25 0.71 -2.45
H: 5.76 0.66 -2.58
H: 5.26 -1.02 -2.15
H: 5.64 -0.67 -3.87
H: 2.97 1.46 -4.42
C: -2.57 3.19 5.64
C: -1.29 3.27 4.85
C: -0.20 4.06 5.54
O: 0.56 4.55 4.43
C: -0.29 4.64 3.38
O: -0.04 5.19 2.35
O: -1.47 4.02 3.64
H: -2.42 2.70 6.60
H: -2.99 4.18 5.81
H: -3.32 2.63 5.08
H: -0.94 2.27 4.58
H: 0.41 3.45 6.19
H: -0.58 4.92 6.10
C: -4.13 -1.88 2.27
C: -5.10 -1.76 3.42
C: -6.55 -1.82 3.00
O: -7.19 -1.07 4.03
C: -6.27 -0.18 4.51
O: -6.52 0.73 5.23
O: -5.03 -0.47 4.04
H: -4.25 -2.83 1.75
H: -4.26 -1.06 1.56
H: -3.10 -1.80 2.64
H: -4.88 -2.52 4.19
H: -6.93 -2.84 2.97
H: -6.74 -1.33 2.04
C: -7.28 -6.86 4.25
C: -5.98 -6.94 3.48
C: -4.82 -6.27 4.17
O: -3.99 -5.90 3.07
C: -4.80 -5.74 1.99
O: -4.47 -5.24 0.96
O: -6.06 -6.21 2.25
H: -7.20 -7.34 5.22
H: -7.58 -5.81 4.39
H: -8.08 -7.34 3.69
H: -5.75 -7.98 3.24
H: -4.29 -6.93 4.85
H: -5.11 -5.36 4.71
C: -8.25 0.96 -3.47
C: -6.81 1.39 -3.38
C: -6.37 1.78 -2.00
O: -5.31 2.71 -2.27
C: -5.58 3.27 -3.47
O: -5.02 4.23 -3.91
O: -6.58 2.60 -4.11
H: -8.44 0.09 -2.84
H: -8.92 1.77 -3.16
H: -8.52 0.72 -4.50
H: -6.16 0.62 -3.80
H: -5.99 0.93 -1.42
H: -7.14 2.29 -1.42
C: 10.94 -2.06 -1.33
C: 9.51 -1.60 -1.49
C: 9.36 -0.41 -2.40
O: 8.18 0.21 -1.89
C: 8.10 -0.11 -0.57
O: 7.36 0.40 0.20
O: 8.99 -1.09 -0.26
H: 11.36 -2.37 -2.29
H: 11.56 -1.28 -0.90
H: 10.98 -2.91 -0.64
H: 8.87 -2.43 -1.81
H: 9.22 -0.70 -3.45
H: 10.18 0.30 -2.33
C: -7.25 -4.87 -0.20
C: -8.35 -3.91 -0.60
C: -9.27 -4.44 -1.66
O: -9.71 -3.24 -2.30
C: -8.72 -2.32 -2.15
O: -8.67 -1.28 -2.72
O: -7.80 -2.75 -1.24
H: -7.67 -5.79 0.21
H: -6.62 -5.12 -1.05
H: -6.60 -4.42 0.55
H: -8.90 -3.58 0.28
H: -10.12 -4.99 -1.24
H: -8.77 -5.07 -2.40
C: 13.26 1.51 3.50
C: 13.30 0.92 2.11
C: 11.98 0.40 1.62
O: 12.37 -0.62 0.70
C: 13.58 -1.08 1.12
O: 14.11 -2.06 0.71
O: 14.11 -0.26 2.07
H: 12.58 2.36 3.55
H: 12.94 0.76 4.23
H: 14.25 1.84 3.80
H: 13.73 1.64 1.41
H: 11.39 1.17 1.12
H: 11.37 -0.05 2.41
C: 3.04 5.80 1.66
C: 4.02 6.40 0.68
C: 3.79 5.97 -0.74
O: 5.10 6.08 -1.30
C: 5.98 5.89 -0.28
O: 7.15 5.72 -0.42
O: 5.35 5.93 0.92
H: 2.02 6.09 1.43
H: 3.11 4.71 1.66
H: 3.28 6.12 2.68
H: 4.03 7.49 0.78
H: 3.09 6.62 -1.27
H: 3.46 4.94 -0.84

Atom charges from the Löwdin analysis, given in e for atoms 1 to 4: C -0.192; C -0.387; P 1.045; C -0.394



Molecular formula: C4H7N
Method: DFT, ωB97M-V/def2-TZVPD

HOMO (eV): -8.435
Total charge: 0
Kohn-Sham gap (eV): 9.2

Element x y z (Å)
C: 1.20 -0.66 0.46
C: 0.04 0.21 0.07
C: -1.35 -0.15 0.48
C: 0.25 1.27 -0.67
N: 0.38 1.96 -1.69
H: 1.06 -1.69 0.09
H: 2.15 -0.29 0.06
H: 1.27 -0.71 1.55
H: 0.17 0.92 -2.02
H: -1.63 -1.15 0.11
H: -1.42 -0.18 1.57
H: -2.09 0.56 0.10

Atom charges from the natural (NBO) analysis, given in e for atoms 1 to 4: C -0.605; C -0.236; C -0.605; C 0.313



Molecular formula: C20H25AgCl2NO3SeSi
Method: DFT, ωB97M-V/def2-TZVPD

HOMO (eV): -4.815
Total charge: -1
Kohn-Sham gap (eV): 7.5

Element x y z (Å)
Ag: 0.80 0.85 -2.57
C: -0.48 -2.66 0.67
C: -1.32 -1.47 0.29
C: -0.73 -0.12 0.60
O: -2.40 -1.60 -0.24
H: -0.04 -2.54 1.66
H: 0.34 -2.72 -0.05
H: -1.07 -3.57 0.63
H: -0.77 0.03 1.68
H: -1.26 0.68 0.10
H: 0.32 -0.10 0.31
Cl: -3.78 2.30 -0.34
C: -3.13 2.17 -1.94
C: -2.76 0.91 -2.38
C: -2.30 0.74 -3.68
C: -2.23 1.83 -4.53
C: -2.59 3.08 -4.06
Cl: -2.45 4.44 -5.15
C: -3.02 3.30 -2.75
N: -3.39 4.58 -2.32
C: -2.85 5.14 -1.11
C: -3.75 5.60 -0.15
C: -3.30 6.16 1.03
C: -1.93 6.25 1.26
C: -1.04 5.81 0.30
C: -1.47 5.27 -0.91
C: -0.47 4.88 -1.96
C: 0.01 3.42 -1.91
O: -0.10 2.77 -0.86
O: 0.51 3.01 -3.00
H: -2.84 0.07 -1.71
H: -2.00 -0.24 -4.02
H: -1.87 1.73 -5.54
H: -3.38 5.24 -3.08
H: -4.81 5.48 -0.35
H: -4.01 6.51 1.77
H: -1.57 6.67 2.19
H: 0.03 5.89 0.48
H: 0.43 5.50 -1.84
H: -0.85 5.08 -2.96
C: 4.47 -0.13 -2.67
Si: 3.36 -1.18 -1.57
C: 3.24 -0.31 0.09
C: 4.23 -2.82 -1.29
Se: 1.36 -1.57 -2.50
H: 5.46 -0.01 -2.22
H: 4.04 0.86 -2.82
H: 4.59 -0.59 -3.65
H: 4.23 -0.16 0.53
H: 2.65 -0.91 0.80
H: 2.75 0.66 -0.01
H: 5.22 -2.68 -0.83
H: 4.37 -3.36 -2.23
H: 3.64 -3.46 -0.62

Atom charges from the natural (NBO) analysis, given in e for atoms 1 to 4: Ag 0.683; C -0.737; C 0.620; C -0.721



Molecular formula: C30H29BaCl3FGeN4O6S
Method: DFT, ωB97M-V/def2-TZVPD

HOMO (alpha / beta) (eV): -1.427 / -3.240
Total charge: -2
Multiplicity: 2
Kohn-Sham gap (alpha / beta) (eV): 5.5 / 7.3
<S²>: 0.773

Element x y z (Å)
Ba: 1.85 0.18 -0.43
C: -2.68 -1.36 4.03
C: -1.95 -1.45 2.69
C: -1.54 -2.90 2.40
C: -2.78 -0.88 1.56
C: -3.99 -1.49 1.24
C: -4.79 -1.03 0.21
C: -4.37 0.08 -0.52
C: -3.17 0.73 -0.24
C: -2.80 1.94 -1.07
C: -1.57 1.71 -1.95
C: -2.64 3.22 -0.25
C: -2.36 0.24 0.81
N: -1.10 0.82 1.04
C: -0.94 1.51 2.16
C: -1.91 1.84 3.13
C: -1.58 2.49 4.31
C: -0.23 2.84 4.57
C: 0.76 2.60 3.68
C: 0.46 2.02 2.36
F: 1.34 0.89 2.13
H: -2.04 -1.74 4.83
H: -3.59 -1.96 4.02
H: -2.94 -0.33 4.27
H: -1.04 -0.86 2.76
H: -2.42 -3.55 2.34
H: -0.89 -3.28 3.19
H: -1.01 -2.98 1.45
H: -4.31 -2.35 1.81
H: -5.73 -1.52 -0.03
H: -4.99 0.46 -1.33
H: -3.65 2.10 -1.75
H: -0.69 1.58 -1.32
H: -1.38 2.59 -2.58
H: -1.69 0.85 -2.61
H: -1.71 3.20 0.33
H: -3.47 3.35 0.45
H: -2.60 4.08 -0.91
H: -2.93 1.56 2.93
H: -2.35 2.73 5.03
H: 0.02 3.32 5.51
H: 1.79 2.89 3.84
O: 2.59 -4.44 0.02
C: 2.15 -3.34 -0.32
O: 2.76 -2.23 -0.36
C: 0.68 -3.29 -0.75
C: -0.03 -4.47 -0.93
C: -1.35 -4.41 -1.33
C: -1.93 -3.17 -1.53
C: -1.16 -2.04 -1.33
N: 0.12 -2.09 -0.94
H: 0.49 -5.40 -0.75
H: -1.92 -5.32 -1.48
H: -2.96 -3.06 -1.84
H: -1.58 -1.06 -1.47
N: 7.13 3.79 -3.87
C: 6.63 2.81 -3.51
C: 6.05 1.58 -3.06
C: 6.65 0.37 -3.40
C: 6.08 -0.80 -2.95
C: 4.93 -0.72 -2.17
N: 4.36 0.44 -1.84
C: 4.90 1.57 -2.28
H: 7.53 0.36 -4.02
H: 6.49 -1.77 -3.20
H: 4.44 -1.62 -1.79
H: 4.40 2.49 -2.00
Cl: -0.08 -0.48 -5.42
Ge: 1.63 -0.83 -3.96
Cl: 1.84 -3.06 -4.28
Cl: 3.36 -0.16 -5.32
O: 2.18 4.70 0.49
S: 1.97 3.29 0.36
O: 0.69 2.97 1.30
O: 1.51 2.85 -0.96
O: 3.06 2.43 0.82

Atom charges from the Löwdin analysis, given in e for atoms 1 to 4: Ba 1.812; C -0.065; C -0.360; C -0.049



Molecular formula: CH3N5O2
Method: DFT, ωB97M-V/def2-TZVPD

HOMO (eV): -9.229
Total charge: 0
SMILES string: Nn1onn/c1=N\O
Kohn-Sham gap (eV): 8.6

Element x y z (Å)
N: 1.46 1.35 0.04
N: 0.98 0.18 -0.33
O: 1.62 -1.05 0.20
N: 0.62 -2.05 0.09
N: -0.49 -1.57 -0.29
C: -0.39 -0.14 -0.18
N: -1.42 0.63 0.05
O: -2.58 -0.05 0.06
H: 1.59 2.02 -0.67
H: 0.95 1.73 0.84
H: -2.33 -1.05 0.19

Atom charges from the natural (NBO) analysis, given in e for atoms 1 to 4: N -0.608; N -0.023; O -0.213; N 0.213



Molecular formula: C5H5NOS
Method: DFT, ωB97M-V/def2-TZVPD

HOMO (eV): -8.889
Total charge: 0
SMILES string: S=C[C@@H]1C=CC=NO1
Kohn-Sham gap (eV): 8.3

Element x y z (Å)
S: -3.21 -0.16 -0.25
C: -1.67 -0.63 -0.36
C: -0.64 -0.42 0.71
C: -0.04 0.96 0.58
C: 1.07 1.08 -0.15
C: 1.66 -0.14 -0.68
N: 1.36 -1.32 -0.28
O: 0.37 -1.43 0.67
H: -1.27 -1.12 -1.26
H: -1.10 -0.55 1.69
H: -0.55 1.81 1.05
H: 1.57 2.04 -0.31
H: 2.47 -0.11 -1.41

Atom charges from the natural (NBO) analysis, given in e for atoms 1 to 4: S 0.084; C -0.272; C -0.054; C -0.149



Molecular formula: C6H7N5O2S
Method: DFT, ωB97M-V/def2-TZVPD

HOMO (eV): -8.223
Total charge: 0
SMILES string: O=[N+]([O-])N=C=NCC/N=c1/[nH]ccs1
Kohn-Sham gap (eV): 8.3

Element x y z (Å)
O: 4.87 -0.17 -1.28
N: 4.62 0.22 -0.15
O: 5.20 -0.11 0.86
N: 3.59 1.06 -0.04
C: 2.44 1.28 0.26
N: 1.40 1.69 0.68
C: 0.13 2.19 0.30
C: -0.57 1.55 -0.81
N: -1.28 0.31 -0.44
C: -0.68 -0.76 -0.27
N: -1.29 -1.90 0.06
C: -0.51 -3.08 0.25
C: 0.76 -2.87 -0.05
S: 0.98 -1.21 -0.58
H: 0.22 3.28 0.07
H: -0.58 2.26 1.19
H: -1.35 2.25 -1.12
H: 0.11 1.34 -1.76
H: -2.29 -1.98 0.25
H: -0.83 -3.92 0.73
H: 1.58 -3.47 -0.21

Atom charges from the natural (NBO) analysis, given in e for atoms 1 to 4: O -0.369; N 0.645; O -0.352; N -0.423



Calculated values (Eh/bohr) of largest force on an atom for the records, taken in order: 0.0447 0.0727 0.0680 0.0034 0.0111 0.0647 0.0110 0.0845.
Calculated values (kJ/mol) of energy relative to the best compared isomer or geometry (same formula, charge and spin) for the records, taken in order: 72.56 40.03 251.87 0.00 58.39 259.69 333.51 0.00.